Record 1
DFT (ωB97M-V with the def2-TZVPD basis set) results for the ion C6H13NO with charge +1.

Each line ends with the natural charge from an NBO analysis.
Geometry (Å):
C1 -0.267 -0.030 -1.634  -0.53
C2 -0.775 1.186 -2.448  -0.61
C3 -1.144 -0.266 -0.443  0.64
N1 -0.681 -1.037 0.682  -0.21
C4 0.679 -0.966 1.096  -0.28
C5 1.119 0.484 1.532  -0.36
C6 2.642 0.493 1.683  -0.61
O1 -2.341 -0.113 -0.459  -0.37
H1 -0.463 -0.906 -2.255  0.28
H2 0.799 -0.035 -1.427  0.24
H3 -1.572 1.706 -1.922  0.24
H4 -1.192 0.809 -3.382  0.24
H5 0.008 1.906 -2.680  0.24
H6 -1.392 -1.086 1.418  0.43
H7 1.322 -1.322 0.285  0.25
H8 0.812 -1.638 1.940  0.26
H9 0.667 0.587 2.511  0.23
H10 0.725 1.215 0.832  0.22
H11 3.077 -0.081 0.865  0.21
H12 3.091 1.485 1.669  0.26
H13 2.903 -0.018 2.610  0.23

As for the strongest force on any atom: 2.15 eV/Å. The total charge is +1. As for the energy: -366.07812 Eh. The multiplicity is 2. The value obtained for the HOMO-LUMO gap (alpha / beta) is 12.50 / 7.06 eV. For the highest occupied orbital energy (alpha / beta), the calculation gives -0.595 / -0.581 Eh. The expectation value of S² is 0.77.

Record 2
DFT (ωB97M-V with the def2-TZVPD basis set) results for a structure of composition C3H5O3Tl.

Each line ends with the Löwdin charge.
Geometry (Å):
H1 -1.289 1.365 -1.754  0.09
C1 -1.357 0.951 -0.736  -0.05
C2 -0.430 1.588 0.050  -0.14
O1 0.942 1.278 -0.074  -0.02
C3 1.316 0.035 -0.046  -0.38
O2 2.618 0.015 -0.185  0.09
Tl1 -0.256 -1.794 0.609  0.74
O3 -2.160 -0.953 0.722  -0.60
H2 -2.288 0.497 -1.075  0.08
H3 -2.532 -0.362 1.377  -0.05
H4 -0.542 2.642 0.307  0.13
H5 2.935 -0.895 -0.153  0.11

As for the strongest force on any atom: 3.50 eV/Å. As for the energy: -515.23214 Eh. The multiplicity is 1. The value obtained for the HOMO-LUMO gap (alpha / beta) is 6.69 / 6.69 eV. For the highest occupied orbital energy (alpha / beta), the calculation gives -0.281 / -0.281 Eh.

Record 3
DFT (ωB97M-V with the def2-TZVPD basis set) results for a cluster of 8 separate species, H14IO7 in total.

Each line ends with the natural charge from an NBO analysis.
Geometry (Å):
I1 1.545 8.156 -14.060  -0.92
O1 3.480 5.639 -15.913  -0.96
H1 2.828 6.240 -15.509  0.49
H2 3.793 6.113 -16.690  0.46
O2 1.853 8.623 -10.318  -0.95
H3 2.120 8.217 -11.160  0.49
H4 1.799 9.562 -10.518  0.46
O3 -2.149 9.053 -13.497  -0.95
H5 -2.417 8.197 -13.145  0.46
H6 -1.201 9.100 -13.302  0.48
O4 -0.172 8.754 -17.058  -0.96
H7 0.403 8.318 -17.695  0.45
H8 0.335 8.724 -16.217  0.49
O5 -0.350 6.275 -11.538  -0.97
H9 0.425 5.846 -11.162  0.46
H10 -0.010 6.738 -12.324  0.49
O6 3.767 6.278 -11.887  -0.97
H11 3.362 6.815 -12.591  0.49
H12 3.375 5.406 -12.002  0.46
O7 0.571 11.797 -13.730  -0.95
H13 0.904 10.883 -13.722  0.49
H14 1.163 12.274 -13.140  0.45

As for the strongest force on any atom: 0.62 eV/Å. The total charge is -1. As for the energy: -832.89796 Eh. The multiplicity is 1. The value obtained for the HOMO-LUMO gap is 8.72 eV. For the highest occupied orbital energy, the calculation gives -0.213 Eh.

Record 4
DFT (ωB97M-V with the def2-TZVPD basis set) results for a cluster of 8 separate species, C40H75O12 in total.

Each line ends with the Löwdin charge.
Geometry (Å):
C1 -2.082 -2.627 1.732  -0.05
C2 -2.085 -2.949 0.182  -0.30
C3 -0.753 -2.904 -0.650  -0.07
C4 -3.218 -3.271 -0.495  -0.09
C5 -4.654 -3.424 0.188  -0.16
C6 -5.680 -2.716 -0.783  -0.19
C7 -6.866 -1.973 -0.070  -0.36
C8 -7.770 -1.201 -1.135  -0.08
C9 -6.442 -1.085 1.161  -0.13
C10 -5.173 -0.195 0.923  -0.14
O1 -5.465 1.195 0.583  -0.03
C11 -4.837 1.403 -0.645  -0.52
O2 -5.493 1.238 -1.640  0.15
O3 -3.530 1.839 -0.758  0.09
C12 -2.629 0.792 -1.171  -0.68
O4 -1.509 0.736 -0.631  -0.03
O5 -2.939 -0.094 -2.055  -0.06
H1 -1.051 -2.855 2.118  0.07
H2 -2.852 -3.272 2.225  0.06
H3 -2.324 -1.534 1.818  0.07
H4 -0.849 -2.280 -1.581  0.07
H5 -0.400 -3.915 -0.978  0.07
H6 0.015 -2.407 0.012  0.07
H7 -3.180 -3.456 -1.600  0.11
H8 -4.936 -4.513 0.245  0.10
H9 -4.604 -3.000 1.219  0.08
H10 -6.123 -3.442 -1.528  0.11
H11 -5.112 -1.954 -1.390  0.11
H12 -7.552 -2.779 0.341  0.13
H13 -8.342 -2.021 -1.672  0.07
H14 -7.162 -0.691 -1.923  0.07
H15 -8.544 -0.554 -0.653  0.07
H16 -6.368 -1.738 2.078  0.11
H17 -7.302 -0.378 1.362  0.12
H18 -4.446 -0.598 0.170  0.12
H19 -4.612 -0.165 1.905  0.12
C13 -1.836 3.080 2.902  -0.16
C14 -3.131 3.794 3.249  -0.17
C15 -4.150 2.677 3.102  -0.20
O6 -3.476 1.455 3.431  -0.15
C16 -2.065 1.703 3.499  -0.20
H20 -0.944 3.572 3.296  0.11
H21 -1.733 3.004 1.815  0.12
H22 -3.099 4.139 4.288  0.11
H23 -3.345 4.652 2.611  0.11
H24 -4.504 2.598 2.071  0.10
H25 -5.014 2.808 3.759  0.12
H26 -1.768 1.673 4.551  0.10
H27 -1.528 0.920 2.964  0.12
C17 1.690 0.705 6.829  -0.19
C18 2.273 1.519 5.691  -0.17
C19 1.601 0.894 4.482  -0.19
O7 0.319 0.425 4.917  -0.16
C20 0.270 0.468 6.348  -0.20
H28 1.735 1.207 7.795  0.10
H29 2.220 -0.247 6.914  0.11
H30 1.968 2.566 5.789  0.11
H31 3.363 1.486 5.639  0.11
H32 2.168 0.032 4.114  0.12
H33 1.472 1.602 3.660  0.12
H34 -0.390 1.295 6.637  0.11
H35 -0.153 -0.463 6.728  0.12
C21 -4.342 -6.719 -4.104  -0.18
C22 -5.672 -6.313 -3.505  -0.18
C23 -5.461 -6.622 -2.035  -0.21
O8 -4.065 -6.440 -1.766  -0.14
C24 -3.371 -6.312 -3.012  -0.20
H36 -4.129 -6.245 -5.063  0.11
H37 -4.311 -7.805 -4.246  0.11
H38 -5.827 -5.239 -3.641  0.11
H39 -6.527 -6.838 -3.934  0.11
H40 -5.713 -7.665 -1.807  0.11
H41 -6.047 -5.971 -1.383  0.10
H42 -3.072 -5.264 -3.120  0.11
H43 -2.472 -6.931 -2.997  0.12
C25 3.356 0.568 -2.537  -0.20
C26 2.009 1.220 -2.290  -0.16
C27 1.053 0.062 -2.510  -0.18
O9 1.760 -1.133 -2.129  -0.15
C28 3.144 -0.820 -1.958  -0.22
H44 4.192 1.098 -2.078  0.10
H45 3.544 0.501 -3.612  0.10
H46 1.946 1.563 -1.252  0.12
H47 1.805 2.070 -2.942  0.10
H48 0.779 -0.032 -3.568  0.12
H49 0.138 0.157 -1.921  0.09
H50 3.363 -0.840 -0.883  0.11
H51 3.756 -1.580 -2.451  0.11
C29 6.334 4.509 -4.444  -0.17
C30 4.987 5.159 -4.193  -0.17
C31 4.033 3.999 -4.414  -0.19
O10 4.736 2.807 -4.037  -0.16
C32 6.123 3.121 -3.867  -0.20
H52 7.171 5.038 -3.986  0.11
H53 6.519 4.442 -5.521  0.11
H54 4.927 5.500 -3.155  0.12
H55 4.781 6.010 -4.843  0.11
H56 3.757 3.907 -5.470  0.11
H57 3.120 4.087 -3.822  0.12
H58 6.344 3.099 -2.794  0.12
H59 6.733 2.363 -4.363  0.11
C33 4.685 1.096 -7.661  -0.17
C34 4.187 1.821 -8.896  -0.17
C35 4.973 3.119 -8.836  -0.21
O11 6.222 2.817 -8.200  -0.15
C36 6.145 1.506 -7.625  -0.20
H60 4.547 0.015 -7.700  0.12
H61 4.168 1.474 -6.773  0.11
H62 4.462 1.258 -9.794  0.11
H63 3.108 1.978 -8.910  0.11
H64 4.457 3.869 -8.226  0.11
H65 5.159 3.544 -9.825  0.11
H66 6.762 0.835 -8.234  0.12
H67 6.549 1.526 -6.611  0.10
C37 6.373 0.778 8.722  -0.18
C38 5.795 1.629 9.836  -0.18
C39 4.313 1.608 9.509  -0.21
O12 4.046 0.353 8.872  -0.16
C40 5.292 -0.272 8.538  -0.20
H68 7.348 0.349 8.957  0.11
H69 6.472 1.376 7.812  0.12
H70 5.972 1.147 10.802  0.11
H71 6.208 2.638 9.879  0.11
H72 4.049 2.406 8.805  0.12
H73 3.685 1.708 10.397  0.12
H74 5.439 -1.116 9.222  0.12
H75 5.249 -0.655 7.517  0.12

As for the strongest force on any atom: 5.89 eV/Å. The total charge is -1. As for the energy: -2471.88552 Eh. The multiplicity is 1. The value obtained for the HOMO-LUMO gap is 6.68 eV. For the highest occupied orbital energy, the calculation gives -0.172 Eh.

Record 5
DFT (ωB97M-V with the def2-TZVPD basis set) results for a structure of composition C13H37LiO10.

Each line ends with the natural charge from an NBO analysis.
Geometry (Å):
Li1 1.913 -1.857 0.785  0.91
C1 6.409 1.685 1.568  -0.63
C2 5.023 2.343 1.764  -0.05
O1 4.034 1.784 0.943  -0.97
H1 7.166 2.191 2.167  0.17
H2 6.713 1.781 0.526  0.19
H3 6.513 0.620 1.776  0.17
H4 5.209 3.415 1.708  0.10
H5 4.756 2.224 2.814  0.09
C3 -7.905 -2.450 2.148  -0.62
C4 -6.655 -1.965 1.504  0.08
C5 -5.645 -3.034 1.701  -0.62
O2 -6.942 -1.785 0.156  -0.71
H6 -7.783 -2.642 3.214  0.21
H7 -8.208 -3.359 1.627  0.19
H8 -8.820 -1.879 1.993  0.22
H9 -6.267 -1.053 1.959  0.18
H10 -5.659 -3.529 2.672  0.21
H11 -4.656 -2.604 1.545  0.21
H12 -5.742 -3.812 0.943  0.20
H13 -7.247 -2.597 -0.254  0.46
C6 -2.721 -2.809 -4.777  -0.10
C7 -1.669 -1.989 -4.179  -0.10
O3 -0.935 -2.740 -3.194  -0.73
O4 -2.144 -3.868 -5.567  -0.75
H14 -3.356 -2.211 -5.431  0.18
H15 -3.379 -3.224 -4.013  0.18
H16 -2.175 -1.231 -3.582  0.19
H17 -0.943 -1.576 -4.879  0.18
H18 -0.867 -3.597 -3.621  0.47
H19 -2.675 -4.083 -6.338  0.48
C8 3.281 -3.864 4.343  -0.08
C9 4.035 -4.781 3.372  -0.08
O5 4.011 -4.319 2.015  -0.75
O6 2.034 -3.475 3.855  -0.74
H20 3.856 -2.983 4.628  0.18
H21 3.086 -4.452 5.241  0.17
H22 3.539 -5.751 3.319  0.16
H23 5.057 -4.926 3.722  0.18
H24 4.635 -4.815 1.479  0.48
H25 1.463 -3.333 4.614  0.48
C10 -1.783 5.749 1.747  -0.10
C11 -2.469 4.386 1.902  -0.08
O7 -1.621 3.473 2.610  -0.73
O8 -1.981 6.442 2.978  -0.72
H26 -2.275 6.247 0.911  0.16
H27 -0.707 5.625 1.620  0.17
H28 -2.659 3.802 1.001  0.17
H29 -3.442 4.495 2.381  0.19
H30 -0.824 3.278 2.111  0.47
H31 -1.342 7.158 2.980  0.47
C12 4.042 3.027 -5.172  -0.09
C13 3.978 4.458 -4.472  -0.09
O9 2.929 4.633 -3.558  -0.71
O10 4.484 2.038 -4.234  -0.72
H32 4.713 3.085 -6.029  0.19
H33 3.020 2.700 -5.363  0.16
H34 3.806 5.202 -5.250  0.17
H35 4.952 4.697 -4.043  0.17
H36 2.895 3.902 -2.937  0.46
H37 3.943 2.151 -3.449  0.46

As for the strongest force on any atom: 2.62 eV/Å. As for the energy: -1277.16741 Eh. The multiplicity is 1. The value obtained for the HOMO-LUMO gap is 3.61 eV. For the highest occupied orbital energy, the calculation gives -0.194 Eh.

Record 6
DFT (ωB97M-V with the def2-TZVPD basis set) results for a cluster of 2 separate species, C2H8N4O in total.

Each line ends with the natural charge from an NBO analysis.
Geometry (Å):
C1 -0.184 0.333 -1.197  0.34
C2 -2.087 1.884 -1.511  0.15
N1 -1.212 1.013 -1.492  -0.31
N2 -0.014 -0.361 -0.081  -0.09
N3 -0.319 -1.226 0.793  0.12
N4 -0.091 -1.000 2.089  -0.44
O1 2.347 -0.697 0.247  -0.99
H1 0.789 0.534 -1.602  0.29
H2 -1.894 2.784 -0.747  0.27
H3 -2.976 1.853 -2.165  0.28
H4 -0.620 -2.168 0.594  0.46
H5 2.986 -0.062 0.661  0.52
H6 0.038 -1.715 2.711  0.44
H7 0.446 -0.117 2.280  0.45
H8 2.792 -1.052 -0.581  0.52

As for the strongest force on any atom: 5.21 eV/Å. The total charge is +2. As for the energy: -374.41419 Eh. The multiplicity is 1. The value obtained for the HOMO-LUMO gap is 8.78 eV. For the highest occupied orbital energy, the calculation gives -0.714 Eh.

Record 7
DFT (ωB97M-V with the def2-TZVPD basis set) results for a structure of composition C41H35NO7Os.

Each line ends with the Löwdin charge.
Geometry (Å):
Os1 -0.372 0.209 -0.564  1.79
O1 1.473 -0.265 -0.266  -0.28
C1 2.178 -1.438 -0.616  -0.42
C2 1.151 -2.380 -1.271  -0.05
C3 0.095 -2.694 -0.275  -0.20
C4 0.073 -3.902 0.397  0.00
C5 -0.865 -4.123 1.380  -0.02
C6 -1.774 -3.129 1.670  0.00
C7 -1.738 -1.939 0.972  -0.20
C8 -2.660 -0.820 1.319  -0.06
C9 -1.841 0.241 2.067  -0.43
O2 -0.679 0.495 1.299  -0.28
C10 -2.639 1.519 2.309  -0.17
C11 -1.996 2.583 2.942  -0.01
C12 -2.668 3.765 3.196  -0.07
C13 -4.003 3.905 2.820  -0.09
C14 -4.648 2.856 2.190  -0.07
C15 -3.967 1.666 1.938  -0.04
C16 -1.391 -0.329 3.421  -0.15
C17 -2.281 -0.396 4.491  -0.03
C18 -1.891 -0.958 5.698  -0.08
C19 -0.603 -1.459 5.852  -0.09
C20 0.286 -1.394 4.790  -0.06
C21 -0.107 -0.832 3.580  -0.01
N1 -0.810 -1.718 -0.001  0.05
C22 2.773 -2.043 0.655  -0.17
C23 2.867 -1.271 1.804  -0.02
C24 3.434 -1.789 2.965  -0.08
C25 3.912 -3.090 2.988  -0.08
C26 3.839 -3.864 1.835  -0.07
C27 3.281 -3.340 0.680  -0.06
C28 3.297 -1.144 -1.640  -0.11
C29 4.636 -1.445 -1.405  -0.03
C30 5.600 -1.218 -2.381  -0.08
C31 5.246 -0.670 -3.602  -0.09
C32 3.920 -0.326 -3.832  -0.06
C33 2.959 -0.564 -2.863  -0.01
H1 1.623 -3.274 -1.673  0.14
H2 0.703 -1.831 -2.102  0.12
H3 0.807 -4.654 0.149  0.12
H4 -0.879 -5.058 1.926  0.12
H5 -2.519 -3.255 2.443  0.13
H6 -3.495 -1.165 1.925  0.14
H7 -3.022 -0.391 0.392  0.10
H8 -0.958 2.469 3.234  0.13
H9 -2.158 4.579 3.698  0.10
H10 -4.534 4.825 3.029  0.10
H11 -5.686 2.953 1.895  0.10
H12 -4.498 0.853 1.457  0.11
H13 -3.286 -0.002 4.384  0.12
H14 -2.592 -1.001 6.522  0.10
H15 -0.296 -1.890 6.797  0.10
H16 1.291 -1.784 4.894  0.09
H17 0.584 -0.782 2.751  0.09
H18 2.505 -0.252 1.778  0.12
H19 3.510 -1.165 3.848  0.11
H20 4.352 -3.495 3.890  0.10
H21 4.229 -4.874 1.833  0.10
H22 3.270 -3.945 -0.221  0.12
H23 4.951 -1.853 -0.455  0.11
H24 6.634 -1.469 -2.176  0.10
H25 5.995 -0.508 -4.367  0.10
H26 3.623 0.135 -4.766  0.11
H27 1.941 -0.266 -3.061  0.08
O3 -2.991 0.336 -3.355  0.14
C34 -2.478 0.863 -2.409  -0.52
O4 -2.185 0.188 -1.272  -0.24
C35 -2.177 2.364 -2.372  -0.08
C36 -2.061 2.881 -0.932  -0.23
C37 -2.055 4.403 -0.869  -0.07
C38 -0.648 4.745 -1.432  -0.08
C39 -0.085 3.352 -1.686  -0.23
O5 -0.660 2.565 -0.615  -0.14
C40 -0.754 2.730 -2.920  -0.10
C41 0.099 1.577 -3.357  -0.56
O6 0.753 1.582 -4.372  0.11
O7 0.153 0.608 -2.465  -0.22
H28 -2.948 2.848 -2.965  0.16
H29 -2.723 2.394 -0.231  0.13
H30 -2.870 4.831 -1.451  0.12
H31 -2.154 4.729 0.165  0.11
H32 -0.684 5.335 -2.346  0.12
H33 -0.043 5.278 -0.700  0.12
H34 0.998 3.271 -1.662  0.17
H35 -0.808 3.440 -3.740  0.16

As for the strongest force on any atom: 1.75 eV/Å. As for the energy: -2255.51451 Eh. The multiplicity is 1. The value obtained for the HOMO-LUMO gap (alpha / beta) is 7.17 / 7.10 eV. For the highest occupied orbital energy (alpha / beta), the calculation gives -0.300 / -0.298 Eh.

Record 8
DFT (ωB97M-V with the def2-TZVPD basis set) results for a cluster of 2 separate species, C5H8O5 in total.

Each line ends with the natural charge from an NBO analysis.
Geometry (Å):
C1 2.295 0.946 0.727  -0.41
C2 1.335 0.079 1.078  0.18
O1 1.504 -1.288 0.949  -0.67
C3 0.039 0.620 1.589  0.74
O2 -0.245 1.794 1.747  -0.59
O3 -0.852 -0.359 1.828  -0.66
H1 2.143 2.018 0.820  0.24
H2 3.250 0.621 0.332  0.20
H3 2.384 -1.452 0.574  0.48
H4 -1.661 0.112 2.114  0.50
C4 -1.133 -1.337 -1.557  -0.73
C5 -1.601 0.069 -1.377  0.79
O4 -2.735 0.419 -1.096  -0.61
O5 -0.626 0.977 -1.573  -0.68
H5 -1.548 -1.957 -0.758  0.25
H6 -1.451 -1.709 -2.533  0.25
H7 -0.043 -1.391 -1.489  0.23
H8 -1.055 1.837 -1.375  0.50

As for the strongest force on any atom: 1.74 eV/Å. As for the energy: -571.53524 Eh. The multiplicity is 1. The value obtained for the HOMO-LUMO gap is 10.11 eV. For the highest occupied orbital energy, the calculation gives -0.358 Eh. As for the SMILES: C=C(O)C(=O)O.CC(=O)O.